Record 1
Below is 2 unconnected molecules or ions with the total composition BrHIP, with properties calculated with ωB97M-V/def2-TZVPD.

Last column: Löwdin charge in e.
Geometry (Å):
1 P 0.0157 -0.0163 0.6385  -0.2262
2 Br 0.2061 1.8850 -0.3950  0.0474
3 I 1.6464 -1.6098 -0.3626  0.1787
4 H -1.8681 -0.2589 0.1191  0.0002

Properties
- molar mass (g mol⁻¹) = 238.8
- lowest unoccupied orbital energy (Eh) = -0.0417
- total charge = 0
- 2S+1 = 1
- relative energy (zero: lowest compared OMol25 entry of this formula, charge and spin) (kcal per mole) = 36.04
- HOMO (eV) = -9.1110
- orbital gap (Eh) = 0.293

Record 2
Below is a gas-phase ion, C6H13N2 (charge +1), with properties calculated with ωB97M-V/def2-TZVPD.

Last column: Löwdin charge in e.
Geometry (Å):
1 C -0.2050 -0.1062 -0.5196  -0.1688
2 C 0.7650 0.5114 0.5555  -0.2976
3 C 0.8012 -0.9238 0.3695  -0.2181
4 C -1.6103 -0.0689 -0.1668  -0.2652
5 C 1.8929 1.4402 0.1857  -0.0467
6 C -2.1254 -0.4333 1.1460  0.0021
7 N 1.9414 -1.4663 -0.4187  0.1435
8 N -2.4217 0.4596 -1.1158  0.1823
9 H -0.0713 0.1055 -1.5802  0.1336
10 H 0.0694 0.8036 1.3372  0.1200
11 H 2.3456 1.1326 -0.7886  0.0903
12 H 2.7355 1.3707 0.8881  0.0900
13 H 1.4691 2.4536 0.3680  0.1070
14 H -2.7512 -1.3165 0.9480  0.1238
15 H -2.7903 0.2993 1.6323  0.1215
16 H -1.3259 -0.7511 1.8005  0.0831
17 H 2.2253 -2.4292 -0.1499  0.1709
18 H 1.8475 -1.2179 -1.4137  0.1525
19 H 2.6694 -0.7184 -0.0589  0.1771
20 H -2.0378 0.4863 -2.0998  0.1587
21 H -3.4236 0.3688 -0.9187  0.1402

Properties
- molar mass (g mol⁻¹) = 113.2
- lowest unoccupied orbital energy (Eh) = -0.1284
- total charge = +1
- 2S+1 = 1
- relative energy (zero: lowest compared OMol25 entry of this formula, charge and spin) (kcal per mole) = 90.24
- HOMO (eV) = -11.0141
- orbital gap (Eh) = 0.276

Record 3
Below is 2 unconnected molecules or ions with the total composition C5H12N2O3, with properties calculated with ωB97M-V/def2-TZVPD.

Last column: Löwdin charge in e.
Geometry (Å):
1 C -3.6966 1.2537 0.1140  -0.0689
2 N -2.8913 0.2254 -0.4913  0.0208
3 C -1.6938 -0.1527 -0.0034  -0.6371
4 O -1.1424 -1.1207 -0.7416  0.0870
5 O -1.1739 0.3231 0.9858  0.0368
6 H -0.2576 -1.3595 -0.3481  0.0740
7 H -3.2225 -0.2376 -1.3219  0.1425
8 H -3.8557 2.0813 -0.5802  0.0822
9 H -3.1579 1.6153 0.9881  0.0842
10 H -4.6645 0.8556 0.4251  0.0821
11 C 1.8758 1.2744 -0.3750  -0.0931
12 C 2.3594 -1.1218 0.2229  -0.4380
13 N 1.1088 -1.4191 0.7706  0.1094
14 C 2.7244 0.0440 -0.3069  -0.1231
15 O 3.1729 -2.2281 0.2447  0.0458
16 H 3.9863 -2.0404 -0.2344  0.1033
17 H 0.6753 -0.6473 1.2708  0.0843
18 H 1.1518 -2.2609 1.3300  0.1174
19 H 3.7098 0.1229 -0.7451  0.0971
20 H 0.9835 1.1879 0.2379  0.0481
21 H 1.5631 1.4638 -1.4032  0.0750
22 H 2.4452 2.1406 -0.0389  0.0703

Properties
- SMILES = C/C=C(\N)O.CNC(=O)O
- molar mass (g mol⁻¹) = 148.2
- lowest unoccupied orbital energy (Eh) = 0.0305
- total charge = 0
- 2S+1 = 1
- relative energy (zero: lowest compared OMol25 entry of this formula, charge and spin) (kcal per mole) = 9.17
- HOMO (eV) = -8.0522
- orbital gap (Eh) = 0.326